The following is a DFT calculation (ωB97M-V/def2-TZVPD) of C74H176As2ClF12N9O14 as an isolated structure in a non-equilibrium geometry.

Summary:
Charge: +6
LUMO level (eV): -10.7

Element x y z (Å)
Cl1 23.649 14.395 23.276
O1 22.353 14.353 23.888
O2 23.811 15.564 22.393
O3 24.722 14.435 24.257
O4 23.828 13.164 22.495
C1 19.001 21.220 27.933
C2 20.561 21.656 27.986
C3 21.440 20.362 27.944
C4 21.297 19.680 26.536
N1 21.946 18.236 26.446
C5 21.544 17.606 25.033
C6 20.324 16.724 25.302
C7 20.778 16.072 26.543
C8 21.341 17.193 27.446
C9 23.471 18.173 26.637
C10 24.277 18.766 25.451
C11 25.491 17.901 25.036
H1 18.322 22.072 27.889
H2 18.730 20.584 28.775
H3 18.866 20.621 27.032
H4 20.832 22.370 28.763
H5 20.784 22.273 27.115
H6 21.387 19.606 28.727
H7 22.466 20.728 27.959
H8 21.587 20.332 25.711
H9 20.266 19.375 26.358
H10 22.372 16.919 24.858
H11 21.390 18.338 24.241
H12 20.071 16.140 24.417
H13 19.366 17.196 25.523
H14 21.580 15.336 26.479
H15 19.959 15.434 26.875
H16 22.064 16.812 28.167
H17 20.512 17.713 27.926
H18 23.730 17.118 26.730
H19 23.742 18.535 27.629
H20 24.513 19.807 25.674
H21 23.704 18.888 24.532
H22 25.166 16.881 24.830
H23 26.088 17.858 25.947
H24 26.142 18.326 24.272
C12 21.856 13.591 28.524
C13 23.380 14.149 28.422
C14 24.404 13.168 27.770
C15 24.506 11.763 28.516
N2 25.841 10.992 28.140
C16 25.853 9.509 28.702
C17 26.447 9.497 30.049
C18 26.835 10.895 30.411
C19 26.971 11.626 29.018
C20 26.164 11.050 26.609
C21 24.933 10.479 25.816
C22 25.226 10.233 24.393
H25 21.219 14.433 28.793
H26 21.715 12.915 29.368
H27 21.427 13.113 27.643
H28 23.608 14.509 29.426
H29 23.421 15.031 27.783
H30 25.413 13.577 27.802
H31 24.227 13.139 26.695
H32 23.772 10.977 28.340
H33 24.636 11.851 29.595
H34 26.412 8.903 27.989
H35 24.829 9.137 28.748
H36 27.358 8.904 30.123
H37 25.751 8.942 30.678
H38 27.784 10.949 30.944
H39 26.124 11.278 31.143
H40 27.927 11.425 28.534
H41 27.070 12.711 29.014
H42 27.084 10.469 26.542
H43 26.335 12.087 26.319
H44 24.047 11.114 25.836
H45 24.565 9.585 26.319
H46 25.427 11.170 23.873
H47 24.507 9.671 23.797
H48 26.168 9.702 24.530
C23 17.025 14.543 25.232
C24 16.679 13.018 25.176
C25 17.512 12.240 24.207
C26 19.064 12.290 24.556
N3 19.950 11.153 23.918
C27 19.394 9.704 24.001
C28 20.520 8.825 24.614
C29 21.326 9.822 25.482
C30 21.343 11.088 24.580
C31 20.222 11.570 22.424
C32 20.946 10.519 21.479
C33 20.956 11.140 20.022
H49 17.854 14.733 25.913
H50 16.175 15.178 25.482
H51 17.339 14.892 24.249
H52 15.656 12.869 24.831
H53 16.908 12.660 26.180
H54 17.443 12.649 23.200
H55 17.162 11.211 24.283
H56 19.279 12.112 25.610
H57 19.591 13.191 24.239
H58 18.965 9.394 23.048
H59 18.489 9.766 24.605
H60 21.053 8.327 23.804
H61 20.212 7.989 25.242
H62 22.266 9.383 25.815
H63 20.820 10.109 26.404
H64 22.181 11.075 23.883
H65 21.499 11.963 25.211
H66 20.747 12.526 22.431
H67 19.228 11.618 21.978
H68 20.444 9.551 21.491
H69 21.995 10.301 21.680
H70 19.971 11.409 19.641
H71 21.319 10.407 19.302
H72 21.732 11.889 19.863
C34 17.495 18.958 16.098
C35 18.842 18.874 15.377
C36 18.997 17.484 14.687
C37 20.431 17.223 14.154
N4 20.863 15.731 13.980
C38 22.031 15.609 13.010
C39 21.403 15.562 11.694
C40 20.119 14.814 11.785
C41 19.839 14.807 13.320
C42 21.428 15.058 15.282
C43 20.564 15.239 16.518
C44 21.022 14.469 17.788
H73 17.430 18.273 16.943
H74 16.668 18.995 15.389
H75 17.410 19.917 16.609
H76 19.671 19.051 16.062
H77 18.895 19.622 14.585
H78 18.284 17.391 13.868
H79 18.580 16.749 15.375
H80 21.238 17.595 14.785
H81 20.457 17.686 13.168
H82 22.521 14.649 13.174
H83 22.815 16.355 13.138
H84 21.975 15.123 10.877
H85 21.271 16.594 11.370
H86 20.282 13.804 11.410
H87 19.396 15.377 11.193
H88 19.946 13.822 13.775
H89 18.840 15.175 13.550
H90 22.350 15.577 15.544
H91 21.633 13.995 15.159
H92 19.505 15.122 16.288
H93 20.628 16.303 16.745
H94 21.110 13.400 17.592
H95 20.425 14.600 18.690
H96 22.025 14.853 17.977
C45 25.320 19.513 20.330
O5 25.494 18.245 19.812
C46 26.862 17.895 19.580
C47 26.807 16.476 18.889
N5 26.039 15.512 19.800
H97 25.611 15.943 20.608
H98 25.282 15.140 19.244
C48 26.802 14.294 20.315
C49 28.009 14.727 21.154
O6 27.557 15.726 22.056
C50 28.563 16.433 22.769
H99 25.798 20.237 19.670
H100 25.589 19.634 21.379
H101 24.281 19.825 20.230
H102 27.371 17.791 20.539
H103 27.524 18.541 19.004
H104 27.789 16.025 18.748
H105 26.238 16.466 17.959
H106 27.285 13.719 19.525
H107 26.019 13.746 20.840
H108 28.722 15.145 20.444
H109 28.406 13.874 21.704
H110 29.403 15.835 23.124
H111 28.059 16.890 23.621
H112 28.997 17.298 22.267
C51 25.649 8.215 14.148
O7 26.301 8.093 15.439
C52 27.428 8.853 15.705
C53 27.890 8.564 17.184
N6 26.651 8.564 18.131
H113 25.915 7.955 17.803
H114 26.859 8.184 19.044
C54 25.850 9.855 18.476
C55 24.466 9.889 17.726
O8 23.892 8.592 17.780
C56 22.703 8.459 17.107
H115 24.783 7.556 14.200
H116 26.257 7.888 13.305
H117 25.332 9.225 13.886
H118 27.055 9.877 15.684
H119 28.225 8.675 14.984
H120 28.745 9.122 17.565
H121 28.154 7.509 17.263
H122 26.492 10.723 18.326
H123 25.607 9.856 19.539
H124 24.535 10.150 16.670
H125 23.865 10.641 18.237
H126 22.613 7.457 16.687
H127 22.571 9.132 16.260
H128 21.857 8.569 17.786
C57 31.860 16.566 31.545
O9 30.642 15.869 31.175
C58 29.539 16.789 31.124
C59 28.364 16.155 30.311
N7 28.661 15.974 28.824
H129 29.128 16.775 28.423
H130 29.325 15.263 28.556
C60 27.401 15.735 27.947
C61 27.765 15.065 26.597
O10 27.958 13.654 26.799
C62 28.706 12.984 25.808
H131 31.880 16.672 32.630
H132 31.819 17.513 31.007
H133 32.713 16.074 31.078
H134 29.784 17.689 30.560
H135 29.356 17.085 32.157
H136 27.446 16.724 30.458
H137 28.111 15.162 30.684
H138 27.169 16.791 27.804
H139 26.580 15.279 28.500
H140 28.595 15.605 26.143
H141 26.937 15.272 25.919
H142 29.617 13.424 25.403
H143 28.028 12.587 25.052
H144 29.075 12.086 26.302
C63 18.520 14.289 21.099
O11 17.892 13.120 20.727
C64 17.676 12.830 19.379
C65 16.638 13.623 18.662
N8 15.261 13.461 19.357
H145 15.254 12.460 19.496
H146 15.335 13.803 20.304
C66 13.953 14.094 18.757
C67 12.784 13.561 19.627
O12 12.647 12.124 19.376
C68 11.834 11.492 20.316
H147 18.322 14.562 22.136
H148 18.185 15.118 20.475
H149 19.566 14.012 20.967
H150 17.536 11.749 19.352
H151 18.656 13.068 18.965
H152 16.547 13.298 17.625
H153 16.875 14.685 18.593
H154 13.783 13.636 17.783
H155 13.940 15.179 18.650
H156 11.871 14.116 19.415
H157 13.009 13.762 20.675
H158 12.349 11.629 21.266
H159 11.599 10.495 19.943
H160 10.904 12.062 20.337
C69 21.228 17.334 21.467
O13 20.027 17.967 21.327
C70 20.002 19.118 20.522
C71 18.594 19.689 20.531
N9 18.079 19.703 21.979
H161 17.098 19.941 21.935
H162 18.115 18.777 22.382
C72 18.909 20.554 22.947
C73 18.144 20.835 24.188
O14 17.691 19.600 24.752
C74 16.595 19.666 25.533
H163 21.869 17.864 22.172
H164 21.770 17.167 20.536
H165 21.115 16.377 21.977
H166 20.132 18.882 19.466
H167 20.793 19.760 20.909
H168 17.829 19.038 20.109
H169 18.656 20.727 20.204
H170 19.349 21.490 22.603
H171 19.744 19.915 23.236
H172 17.384 21.606 24.063
H173 18.817 21.407 24.827
H174 16.665 20.500 26.231
H175 16.466 18.670 25.956
H176 15.684 19.821 24.954
As1 25.084 13.582 16.509
F1 26.703 14.374 16.425
F2 25.669 12.147 15.661
F3 23.461 12.783 16.716
F4 24.397 15.055 17.306
F5 24.485 14.312 14.947
F6 25.547 12.888 18.099
As2 28.335 9.827 21.717
F7 29.431 8.606 22.502
F8 26.850 8.982 22.220
F9 27.230 11.017 20.913
F10 29.830 10.800 21.213
F11 28.345 8.770 20.304
F12 28.479 10.658 23.299